1.
{"formula": "C19H19Cl2N2O", "method": "ωB97M-V/def2-TZVPD", "symbols": ["H", "C", "H", "C", "C", "C", "C", "H", "C", "H", "H", "H", "Cl", "H", "C", "O", "C", "H", "H", "C", "C", "H", "H", "C", "H", "H", "N", "H", "C", "C", "Cl", "C", "N", "H", "H", "H", "C", "C", "C", "H", "C", "C", "H"], "coordinates": [[-3.86880, 1.60461, -2.84356], [2.29116, 1.66427, 0.07274], [3.36185, 1.67037, 0.33007], [-3.97925, -0.76834, 1.86862], [-2.09521, 2.85125, -2.89183], [0.53524, -1.63297, -0.10393], [-3.03466, -0.08217, 1.10320], [-3.39309, 0.66070, 0.37833], [-2.17026, -1.68130, 3.19771], [1.71067, 2.26937, 0.78403], [-0.02741, -1.81690, -1.03857], [2.16404, -2.56750, -1.18802], [-2.79187, 4.06773, -3.87962], [0.07805, -2.24376, 0.68231], [-0.35450, 2.15743, -1.39417], [4.65476, 0.49737, -0.22629], [1.97058, -2.01161, -0.27380], [-0.17562, -1.08110, 2.63223], [-0.47338, 1.41349, 1.05784], [-1.23179, -1.02769, 2.37437], [-3.54774, -1.57383, 2.93401], [-2.83541, -0.13264, -1.34430], [2.28654, 2.10580, -0.94911], [1.81085, 0.28471, 0.03669], [5.49822, -1.78567, -1.31948], [-0.15889, 3.83304, -2.73700], [0.56960, -0.19933, 0.26269], [5.46664, -1.96467, 0.44736], [4.06754, -0.58575, -0.31079], [-2.85299, 1.73694, -2.47297], [-4.69513, -2.28105, 3.98283], [-2.31396, 0.79898, -1.57443], [2.65260, -0.72104, -0.28798], [2.33553, -2.60968, 0.55891], [-5.03468, -0.66013, 1.65277], [-1.84095, -2.26328, 4.05066], [4.83283, -1.87738, -0.44895], [-1.66840, -0.29021, 1.25909], [-1.12784, 1.12018, -0.90583], [4.18751, -2.76484, -0.54861], [-0.78975, 3.01687, -2.39405], [-0.63062, 0.51869, 0.42752], [0.61798, 2.35105, -0.96066]], "forces_ev_per_a": [[0.332, -0.030, -0.104], [0.464, 1.061, 0.558], [-0.717, 0.020, 0.211], [0.608, -0.159, 0.443], [0.277, -0.697, 1.158], [-1.071, -0.612, -0.127], [-0.517, 0.046, -0.277], [0.104, -0.626, 0.528], [0.017, 0.344, -0.469], [0.062, -0.095, -0.461], [0.037, 0.519, 0.431], [-0.078, 0.091, -0.055], [-0.055, -0.041, -0.222], [-0.067, 0.399, -0.249], [0.083, 0.806, -0.332], [-1.162, -2.504, -0.333], [0.730, -0.471, 0.032], [-0.156, -0.086, -0.070], [0.492, -0.373, -0.236], [-1.036, -0.391, 0.006], [0.876, 0.832, -0.778], [-0.022, 0.560, -0.160], [0.049, -0.397, 0.711], [-1.364, -1.111, 0.020], [-0.217, -0.050, 0.291], [-0.207, -0.117, 0.044], [3.275, -0.734, -0.671], [-0.182, -0.065, -0.327], [1.777, 1.385, -0.104], [0.499, -0.083, -0.348], [-0.165, -0.317, 0.140], [0.049, 0.570, -0.115], [0.488, 0.746, 0.081], [0.005, 0.010, 0.097], [0.048, 0.100, 0.172], [-0.005, 0.100, -0.044], [-0.122, -0.136, 0.053], [0.598, 0.521, 0.487], [-0.126, -0.569, -0.009], [0.591, 0.402, 0.027], [-0.685, -0.275, -0.287], [-2.637, 1.223, 0.448], [-0.868, 0.204, -0.158]], "smiles": "CC(=O)[N+]1=C(C)N(C(c2ccc(Cl)cc2)c2ccc(Cl)cc2)CC1", "e_homo_ev": -11.81, "mol_weight_g_mol": 362.28, "total_charge": 1, "e_above_lowest_kcal_mol": 0.0, "max_force_ha_per_bohr": 0.06656, "orbital_gap_ha": 0.2950}

***

2.
{"formula": "C19H19ClN2OPdSTe", "method": "ωB97M-V/def2-TZVPD", "symbols": ["H", "H", "C", "H", "H", "C", "H", "C", "C", "C", "H", "C", "H", "H", "Te", "C", "H", "Cl", "C", "C", "H", "C", "C", "C", "Pd", "H", "C", "C", "O", "S", "H", "N", "N", "H", "C", "C", "H", "C", "H", "C", "H", "H", "C", "H", "H"], "coordinates": [[0.32454, 1.50226, 3.66437], [-0.79423, 0.01533, 2.11803], [-2.03815, 0.62513, -4.04496], [-3.20963, -3.83613, 2.44681], [-0.81184, 3.74893, -1.26075], [0.74548, 1.52447, 2.66011], [-3.14741, -6.24535, 1.39711], [0.80841, 2.93383, 2.18506], [1.46077, -1.80852, -0.48135], [1.87010, -0.65616, 0.26542], [-1.61615, 0.16143, -4.93105], [1.30475, -0.36164, 1.64210], [-2.80918, 1.33978, -4.33981], [2.02158, -2.03593, -1.37858], [-1.24809, -2.62089, -2.37218], [-0.12370, 2.23695, 0.03959], [0.46853, 4.28321, 0.60969], [0.97194, -1.86942, 2.55940], [-2.01454, -3.61490, -0.67955], [-2.86874, -4.06243, 1.44585], [1.05881, -2.66686, 0.04066], [0.04120, 0.55514, 1.67820], [-0.94258, 1.33668, -3.29675], [2.80870, 0.20834, -0.22595], [-0.23387, -0.71167, -1.05626], [2.36283, 0.24536, 3.50488], [3.48431, 1.18781, 0.58977], [-2.39625, -3.08706, 0.52345], [0.19101, 1.45496, -3.71495], [-2.23337, -5.31756, -0.66819], [0.49891, 2.76400, -1.91167], [-0.36350, 1.03893, 0.36608], [-1.33109, 1.89786, -2.10220], [1.18682, 3.69167, 2.86279], [3.22213, 1.34923, 1.89111], [-2.84604, -5.32168, 0.92949], [4.29963, 1.74383, 0.14266], [0.41521, 3.26050, 0.96164], [3.15151, 0.04990, -1.24106], [2.07130, 0.66856, 2.54552], [3.83163, 2.00543, 2.50153], [-2.29717, 1.83567, -1.82941], [-0.43712, 2.72488, -1.34605], [-2.34816, -2.02685, 0.72920], [-2.48930, -0.14697, -3.41982]], "forces_ev_per_a": [[0.032, -0.118, 0.025], [-0.123, 0.066, -0.074], [-0.052, 0.028, 0.029], [0.001, 0.012, -0.020], [-0.034, 0.017, -0.084], [0.152, 0.031, -0.206], [-0.009, 0.027, 0.019], [-0.001, -0.070, 0.121], [-1.759, 0.254, -0.779], [1.233, 0.614, 0.500], [0.011, 0.006, -0.011], [0.000, 0.007, -0.046], [0.010, 0.003, -0.012], [0.126, -0.055, 0.059], [0.295, -0.189, 0.285], [-0.103, 0.655, 0.162], [-0.014, -0.026, -0.030], [0.072, -0.003, -0.006], [-0.023, -0.003, 0.052], [0.014, 0.022, -0.005], [0.231, -0.063, 0.086], [-0.198, -0.106, 0.219], [-0.077, 0.169, -0.209], [-0.552, -0.735, 0.103], [-0.010, -0.303, -0.269], [-0.002, -0.012, 0.021], [0.119, 0.380, 0.310], [-0.050, -0.004, -0.020], [0.090, -0.030, 0.034], [0.036, -0.046, -0.072], [0.022, 0.064, 0.020], [0.585, -0.547, 0.326], [0.033, -0.187, 0.001], [0.013, -0.012, -0.027], [-0.074, 0.015, -0.175], [0.041, 0.004, -0.048], [0.008, -0.041, -0.020], [0.022, -0.059, -0.118], [0.079, -0.011, 0.014], [-0.088, 0.114, -0.068], [-0.009, 0.010, -0.026], [0.000, -0.055, 0.021], [-0.030, 0.103, -0.068], [0.019, 0.009, 0.030], [-0.036, 0.062, -0.043]], "e_homo_ev": -6.68, "mol_weight_g_mol": 592.91, "total_charge": 0, "e_above_lowest_kcal_mol": 62.4, "max_force_ha_per_bohr": 0.03774, "orbital_gap_ha": 0.2080}

***

| no. | DFT total energy (Ha) |
| --- | --- |
| 1 | -1840.30953 |
| 2 | -2174.37291 |